{
  "formula": "C18H62N6O20",
  "method": "ωB97M-V/def2-TZVPD",
  "homo_lumo_gap_ev": 7.73,
  "e_homo_ha": -0.3055,
  "lumo_energy_ev": -0.6,
  "species": ["N", "N", "N", "C", "C", "C", "N", "C", "C", "C", "N", "N", "C", "C", "C", "C", "C", "C", "C", "C", "C", "C", "C", "C", "H", "H", "H", "H", "H", "H", "H", "H", "H", "H", "H", "H", "H", "H", "H", "H", "H", "H", "H", "H", "H", "H", "O", "H", "H", "O", "H", "H", "O", "H", "H", "O", "H", "H", "O", "H", "H", "O", "H", "H", "O", "H", "H", "O", "H", "H", "O", "H", "H", "O", "H", "H", "O", "H", "H", "O", "H", "H", "O", "H", "H", "O", "H", "H", "O", "H", "H", "O", "H", "H", "O", "H", "H", "O", "H", "H", "O", "H", "H", "O", "H", "H"],
  "xyz": [[-1.857, -4.588, 1.563], [-0.366, -1.371, -4.212], [-3.687, -0.112, -2.108], [-1.638, -3.564, 1.069], [-0.725, -1.134, -3.146], [-2.565, -0.400, -2.033], [-1.463, -3.391, -1.613], [-1.387, -2.242, -1.042], [-1.363, -2.310, 0.415], [-0.974, -1.218, 1.239], [2.174, 1.280, -1.893], [-0.645, 1.070, 2.842], [2.954, 1.861, -3.100], [-1.886, 1.725, 3.409], [-0.966, -1.403, 2.733], [-1.233, -0.867, -1.749], [-0.201, -0.221, 3.393], [1.144, 2.119, -1.392], [2.031, -0.187, -1.987], [-0.288, 1.223, 1.422], [-0.244, 1.489, -1.688], [1.128, -0.625, -0.814], [-0.973, 0.163, 0.525], [-0.335, 0.041, -0.918], [-1.396, -3.404, -2.629], [3.625, 1.040, -3.380], [3.556, 2.700, -2.826], [2.300, 2.084, -3.958], [-1.838, 1.867, 4.539], [-2.842, 1.272, 3.202], [-1.944, 2.652, 2.893], [-1.935, -1.462, 3.144], [-0.450, -2.291, 3.057], [-0.322, -0.205, 4.529], [0.847, -0.308, 3.173], [1.253, 3.128, -1.816], [1.315, 2.216, -0.311], [3.036, -0.699, -1.961], [1.618, -0.368, -3.001], [-0.487, 2.211, 1.043], [0.796, 1.139, 1.300], [-0.360, 1.500, -2.776], [-1.111, 2.171, -1.378], [1.185, -1.715, -0.755], [1.672, -0.335, 0.055], [-1.992, 0.611, 0.530], [3.279, -0.772, 4.455], [3.141, -0.844, 5.455], [3.451, 0.200, 4.230], [-0.015, 5.108, -3.724], [0.854, 5.627, -3.732], [-0.496, 5.311, -2.858], [-1.715, 3.920, 6.626], [-1.465, 3.113, 7.183], [-2.581, 3.714, 6.145], [1.603, -3.439, -3.319], [2.509, -3.303, -2.888], [1.677, -3.184, -4.295], [4.768, 1.088, -0.943], [5.425, 1.550, -1.558], [3.841, 1.197, -1.333], [-2.781, -2.427, 5.733], [-1.789, -2.425, 5.930], [-3.134, -3.361, 5.899], [6.015, 2.111, -4.374], [5.580, 1.863, -5.253], [5.986, 3.118, -4.280], [-3.744, 0.462, 5.758], [-3.302, -0.440, 5.636], [-4.320, 0.643, 4.946], [4.375, -3.273, -2.660], [4.788, -2.748, -1.900], [4.710, -2.883, -3.531], [-0.172, -2.265, 6.376], [0.573, -2.785, 5.929], [0.212, -1.393, 6.715], [4.755, -1.293, -4.945], [4.611, -0.342, -5.258], [5.475, -1.709, -5.522], [-4.564, -1.874, 3.621], [-3.956, -2.011, 4.418], [-5.361, -1.328, 3.923], [0.936, -5.231, -1.434], [1.234, -4.647, -2.204], [-0.066, -5.133, -1.333], [-3.345, -3.239, -4.042], [-3.727, -2.558, -4.686], [-3.914, -3.234, -3.205], [3.581, 3.234, 0.847], [3.629, 2.402, 0.275], [3.687, 2.958, 1.815], [-5.456, 0.815, 3.445], [-5.760, 1.771, 3.579], [-4.999, 0.753, 2.544], [-4.528, 1.499, 0.776], [-5.479, 1.588, 0.442], [-3.917, 1.958, 0.113], [5.188, -1.545, -0.544], [4.859, -1.730, 0.395], [5.147, -0.546, -0.700], [-4.312, 1.462, -4.592], [-4.152, 0.564, -5.028], [-3.420, 1.930, -4.498], [-2.256, 3.321, -4.305], [-2.848, 4.134, -4.193], [-1.479, 3.406, -3.663]],
  "atomic_forces_ev_per_a": [[0.19, 1.08, -0.27], [-0.27, 0.26, 0.30], [1.54, -0.31, 0.01], [-0.02, -1.00, -0.22], [0.45, -0.10, 0.36], [-2.84, 1.10, 0.89], [0.04, 1.29, 0.28], [0.01, -2.47, -0.82], [1.22, 3.05, 2.92], [-2.58, -2.14, -2.68], [3.96, 0.68, -2.11], [-0.24, 0.44, 0.57], [-1.70, -2.22, 0.68], [1.50, -0.81, 0.33], [2.10, 1.55, 0.17], [0.84, -1.83, -1.25], [-1.62, 0.81, 0.50], [-1.21, -0.03, 0.89], [-0.53, 0.52, -0.64], [0.31, -0.85, 0.81], [-0.47, 0.50, 1.53], [-0.24, 0.14, -1.76], [0.67, 0.27, 0.60], [0.69, 1.32, -0.11], [-0.11, 0.34, -0.15], [-0.01, 0.34, -0.20], [0.12, 0.67, 0.29], [0.07, 0.06, 0.26], [0.30, -0.19, -1.58], [-0.25, -0.89, -0.13], [0.07, 1.25, -0.09], [-1.51, 0.01, 0.20], [0.11, -0.76, -0.36], [0.03, -0.09, -1.52], [0.70, -0.14, -0.02], [-0.16, -0.33, 0.01], [-0.44, 0.29, -0.22], [-0.98, 0.58, 0.21], [-0.02, -0.59, 0.67], [-0.51, 0.53, 0.13], [0.11, -0.19, 0.50], [0.07, -0.93, 0.00], [1.12, -0.94, 0.10], [-0.77, -0.02, -0.22], [0.01, 0.64, 1.00], [0.07, -1.03, -0.56], [-0.02, 1.51, 1.33], [0.45, 0.56, -2.20], [-0.41, -2.06, 0.89], [0.66, 1.12, 1.61], [-1.99, -1.00, 0.34], [1.41, -0.03, -1.76], [-0.98, -1.69, 0.11], [-0.96, 1.61, -1.38], [1.91, 0.03, 1.28], [1.32, 1.03, -1.26], [-0.88, -0.15, -1.11], [0.02, -0.56, 2.23], [0.81, 1.11, -1.35], [-1.49, -0.96, 1.20], [0.72, -0.06, 0.51], [0.45, -1.81, 0.57], [-1.52, -0.21, -0.27], [0.94, 2.01, -0.29], [-0.87, 1.26, -1.25], [0.99, 1.02, 1.85], [-0.06, -2.17, -0.60], [0.07, -1.00, -1.15], [-1.21, 1.77, 0.10], [1.14, -0.80, 1.25], [0.98, 1.23, -0.61], [-0.58, -0.53, -1.32], [-0.66, -0.48, 2.12], [2.36, 0.65, -0.10], [-1.46, 1.29, 0.95], [-0.67, -1.97, -0.82], [1.03, 0.91, -1.61], [0.52, -2.26, 0.51], [-1.51, 1.25, 1.02], [-0.56, 0.69, 1.57], [-1.28, 0.33, -1.38], [1.90, -1.11, -0.43], [-1.25, 0.72, -0.54], [-1.14, -1.15, 1.24], [2.18, 0.06, -0.40], [-1.58, 1.23, 0.33], [0.61, -1.45, 1.68], [0.98, 0.23, -1.95], [0.01, -1.74, 0.85], [0.28, 1.47, 1.49], [-0.20, 0.33, -2.30], [-0.03, 1.77, -0.91], [0.71, -2.02, -0.66], [-0.77, 0.45, 1.63], [-0.61, 1.07, -1.56], [2.20, -0.10, 0.29], [-1.68, -1.03, 1.21], [-0.61, 0.44, 1.65], [0.74, 0.58, -2.08], [-0.14, -1.30, 0.47], [1.47, -1.04, -0.86], [-0.10, 2.14, 1.02], [-1.50, -1.04, -0.29], [0.27, 1.50, 1.48], [1.47, -1.67, -0.11], [-1.68, 0.15, -1.52]],
  "lowdin_charge": [0.19, 0.23, 0.24, -0.18, -0.17, -0.16, 0.22, -0.24, -0.10, -0.01, -0.25, -0.18, -0.04, -0.04, -0.10, -0.30, -0.16, -0.20, -0.16, -0.16, -0.05, -0.04, -0.14, -0.24, 0.06, 0.06, 0.07, 0.10, 0.09, 0.04, 0.06, 0.09, 0.11, 0.13, 0.09, 0.12, 0.09, 0.12, 0.10, 0.11, 0.10, 0.11, 0.13, 0.13, 0.11, 0.14, -0.12, 0.06, 0.07, -0.12, 0.08, 0.07, -0.13, 0.07, 0.06, -0.13, 0.04, 0.09, -0.11, 0.11, 0.01, -0.12, 0.02, 0.11, -0.11, 0.07, 0.08, -0.13, 0.02, 0.01, -0.12, 0.03, 0.05, -0.09, 0.11, 0.10, -0.10, 0.06, 0.09, -0.13, 0.00, 0.05, -0.15, -0.01, 0.03, -0.12, 0.07, 0.07, -0.12, 0.02, 0.07, -0.12, 0.10, 0.04, -0.12, 0.10, 0.07, -0.12, 0.09, 0.01, -0.15, 0.05, 0.00, -0.10, 0.10, 0.04]
}

---

{
  "formula": "C19H28N5O3PdS",
  "method": "ωB97M-V/def2-TZVPD",
  "homo_lumo_gap_ev": 7.72,
  "total_charge": 1,
  "e_homo_ha": -0.3913,
  "lumo_energy_ev": -2.9,
  "relative_energy_ev": 0.016,
  "species": ["Pd", "N", "C", "C", "C", "C", "C", "N", "C", "C", "C", "C", "C", "N", "H", "H", "H", "H", "H", "H", "H", "H", "H", "C", "C", "C", "O", "C", "O", "O", "H", "H", "H", "H", "H", "H", "H", "C", "C", "N", "C", "S", "N", "C", "C", "H", "H", "H", "H", "H", "H", "H", "H", "H", "H", "H", "H"],
  "xyz": [[-0.166, 0.113, 0.370], [2.337, 2.269, 0.238], [2.761, 0.950, 0.161], [4.142, 0.728, 0.153], [4.611, -0.559, 0.085], [3.703, -1.613, 0.019], [2.364, -1.320, 0.029], [1.892, -0.051, 0.099], [1.093, 2.846, 0.116], [1.028, 4.249, 0.096], [-0.180, 4.864, -0.094], [-1.323, 4.084, -0.285], [-1.186, 2.726, -0.232], [-0.002, 2.104, -0.010], [3.090, 2.933, 0.295], [4.821, 1.570, 0.191], [5.677, -0.746, 0.078], [4.028, -2.641, -0.037], [1.610, -2.091, -0.011], [1.937, 4.825, 0.214], [-0.239, 5.944, -0.112], [-2.290, 4.526, -0.467], [-2.028, 2.070, -0.393], [-3.282, -1.992, -1.131], [-2.717, -1.557, 0.208], [-3.740, -1.688, 1.323], [-2.336, -0.140, 0.071], [-1.483, -2.394, 0.544], [-1.588, -3.585, 0.706], [-0.312, -1.789, 0.635], [-4.194, -1.436, -1.351], [-3.505, -3.056, -1.095], [-2.562, -1.815, -1.930], [-4.658, -1.157, 1.060], [-3.349, -1.300, 2.265], [-3.973, -2.743, 1.456], [-2.783, 0.352, 0.774], [0.707, 2.046, 6.845], [1.539, 1.885, 5.580], [0.740, 1.622, 4.386], [0.102, 0.464, 4.115], [-1.055, 0.389, 2.868], [0.421, -0.614, 4.829], [-0.124, -1.958, 4.616], [-1.435, -2.181, 5.350], [1.354, 2.233, 7.703], [0.116, 1.153, 7.053], [0.019, 2.886, 6.748], [2.283, 1.093, 5.689], [2.109, 2.791, 5.378], [0.315, 2.413, 3.929], [1.039, -0.497, 5.616], [0.639, -2.656, 4.960], [-0.245, -2.099, 3.544], [-1.301, -2.113, 6.431], [-1.824, -3.173, 5.119], [-2.175, -1.442, 5.042]],
  "atomic_forces_ev_per_a": [[0.55, 0.40, -0.89], [-0.03, -0.07, 0.19], [-0.03, 0.15, -0.06], [0.01, 0.00, -0.03], [0.08, -0.02, 0.00], [-0.03, 0.04, -0.01], [0.12, 0.12, -0.12], [-0.15, -0.49, 0.23], [0.01, -0.04, -0.16], [0.05, -0.04, -0.02], [-0.04, 0.06, -0.01], [0.02, 0.02, 0.01], [0.18, 0.02, -0.04], [-0.46, 0.15, 0.11], [0.00, 0.00, 0.01], [-0.01, 0.00, 0.01], [-0.01, 0.00, 0.00], [-0.01, 0.00, -0.01], [-0.03, 0.00, 0.04], [0.00, 0.00, 0.01], [0.00, -0.01, 0.00], [0.00, 0.00, 0.00], [-0.02, -0.01, 0.02], [0.09, -0.01, -0.06], [-0.24, 0.08, -0.04], [0.00, 0.00, -0.01], [0.10, 0.11, 0.17], [0.65, -0.07, 0.13], [-0.23, 0.01, 0.01], [-0.33, -0.51, -0.03], [0.00, 0.00, 0.02], [-0.01, -0.01, 0.00], [0.01, -0.01, 0.01], [0.01, 0.00, -0.02], [0.02, -0.02, 0.01], [-0.01, 0.00, 0.01], [-0.03, -0.10, 0.05], [0.00, 0.00, 0.02], [0.01, -0.03, -0.07], [-0.15, 0.06, 0.08], [-0.01, -0.19, -0.15], [-0.20, 0.37, 0.62], [0.04, -0.01, 0.04], [0.03, 0.04, -0.02], [-0.02, -0.02, 0.01], [0.00, 0.00, -0.01], [0.00, 0.01, 0.00], [0.00, -0.01, 0.00], [0.01, -0.01, -0.01], [-0.01, 0.02, 0.02], [0.04, 0.01, -0.01], [0.02, 0.00, -0.01], [-0.01, -0.02, -0.01], [-0.01, -0.01, -0.02], [0.00, 0.02, 0.00], [0.01, 0.00, 0.00], [0.01, -0.01, -0.01]],
  "lowdin_charge": [0.92, 0.14, -0.27, 0.00, -0.04, -0.03, -0.08, 0.02, -0.27, 0.01, -0.03, -0.04, -0.10, -0.02, 0.14, 0.12, 0.12, 0.12, 0.10, 0.12, 0.12, 0.12, 0.10, 0.00, -0.49, 0.00, -0.15, -0.57, 0.11, -0.22, 0.10, 0.10, 0.10, 0.10, 0.06, 0.11, 0.06, -0.07, -0.24, -0.01, -0.78, 0.70, 0.02, -0.24, -0.08, 0.08, 0.07, 0.08, 0.11, 0.12, 0.11, 0.13, 0.12, 0.09, 0.08, 0.08, 0.06]
}

---

{
  "formula": "H3N3O",
  "method": "ωB97M-V/def2-TZVPD",
  "homo_lumo_gap_ev": [9.10, 8.94],
  "s2": 2.01,
  "spin_multiplicity": 3,
  "e_homo_ha": [-0.2843, -0.3996],
  "lumo_energy_ev": [1.4, -1.9],
  "relative_energy_ev": 1.314,
  "species": ["N", "N", "N", "O", "H", "H", "H"],
  "xyz": [[-0.886, -0.750, -0.892], [0.535, -0.151, 1.260], [-0.035, 0.046, -0.644], [0.560, 0.938, -1.119], [-1.098, -0.658, -1.872], [-0.192, -0.113, 1.973], [1.115, 0.687, 1.294]],
  "atomic_forces_ev_per_a": [[-1.31, -1.69, -0.43], [0.85, -0.25, 2.62], [-0.39, -0.36, -0.13], [1.40, 2.15, -1.60], [-0.75, -0.06, -1.26], [0.15, 0.16, 0.35], [0.06, 0.05, 0.45]],
  "mulliken_spin": [-0.02, 1.14, 0.48, 0.37, 0.09, -0.02, -0.03]
}